(1)
16
Properties=species:S:1:pos:R:3:forces:R:3:lowdin_spin:R:1 method="wB97M-V/def2-TZVPD" de_lowest_kcal_mol=28.4 spin_multiplicity=3 lumo_ha="0.14339 / 0.06270" energy_ha=-954.9466 total_charge=-1 orbital_gap_ev="5.53 / 7.44"
C 1.00824 0.63064 -0.09843 0.3 -0.8 0.9 0.184
C 1.17370 1.56368 1.09788 -3.6 -0.2 2.0 0.010
C 0.25858 -1.65817 -1.13039 -2.1 2.4 0.0 0.048
C 0.37745 -0.70016 -0.01815 4.6 1.1 1.2 0.460
O -1.98241 0.36714 -1.37446 -0.2 1.2 -2.6 0.152
O 1.40261 1.02801 -1.20223 0.1 0.0 -0.9 0.320
O -2.05469 1.02213 0.97079 -0.5 3.9 2.7 0.143
O -2.50830 -1.20155 0.35140 -1.4 -2.6 0.4 0.183
F 0.51616 -1.29846 1.22533 -0.8 0.6 -1.0 0.108
S -1.86168 0.02860 0.00289 -0.6 -2.3 -0.1 0.360
H 1.78282 1.32129 1.95398 0.7 -0.8 -0.1 0.003
H 0.10500 1.69458 1.67121 2.2 -0.3 -1.6 0.007
H 1.45188 2.55221 0.79675 0.2 0.4 -0.6 0.000
H 1.14399 -2.10254 -1.47927 1.0 -1.0 0.1 0.014
H -0.62616 -2.16718 -0.82840 -0.2 -1.9 0.1 0.005
H -0.18720 -1.08022 -1.93890 0.5 0.3 -0.4 0.004


(2)
96
Properties=species:S:1:pos:R:3:forces:R:3:lowdin_charge:R:1 method="wB97M-V/def2-TZVPD" lumo_ha=-0.07516 energy_ha=-4001.4895 total_charge=-1 orbital_gap_ev=0.96
C -2.02423 -3.73547 -1.14005 -0.7 -0.7 0.2 0.010
C -2.90415 -3.16585 -2.21332 -0.3 -0.2 -0.3 -0.522
O -2.93500 -3.67251 -3.32643 0.4 0.4 -0.2 0.021
N -3.69920 -2.06150 -1.93200 1.0 0.1 0.1 0.073
C -3.61854 -0.99801 -2.93331 -0.4 0.6 0.2 -0.193
C -2.81441 0.18130 -2.41010 0.6 0.3 -0.3 -0.184
C -2.30928 1.09749 -3.53195 -0.3 0.1 -0.1 -0.211
C -1.91774 2.50836 -3.07124 -0.5 0.2 -0.1 -0.137
C -1.12188 2.47709 -1.78530 1.1 -0.1 0.3 -0.426
C -1.90234 2.72614 -0.49752 -0.2 -1.4 0.2 -0.247
O -0.98985 3.07673 0.50229 0.1 0.7 -0.1 -0.346
P 0.64052 3.11009 -0.06011 0.3 -0.2 0.8 0.499
C 2.44321 2.89023 -0.77598 -0.5 0.5 0.1 -0.356
C 2.38944 2.14105 -2.08626 0.9 -0.3 -0.3 -0.259
C 3.71499 1.38370 -2.45550 -0.2 -0.2 -0.3 -0.103
C 3.44330 -0.07048 -2.63563 -0.3 -0.3 0.3 -0.490
O 3.80715 -0.96372 -1.94078 0.6 0.0 0.2 0.144
O 2.62324 -0.38923 -3.72839 -0.4 0.5 -0.5 0.028
O 0.02680 3.30406 -1.70314 -0.5 0.0 -0.4 -0.314
H -2.41773 -3.59795 -0.13372 0.0 0.1 0.0 0.093
H -1.00728 -3.35164 -1.17300 0.0 0.2 -0.2 0.064
H -1.99113 -4.80494 -1.33898 0.2 -0.1 0.2 0.086
H -3.50346 -1.70332 -1.00072 -0.2 0.0 0.0 0.105
H -3.13943 -1.37632 -3.83549 -0.1 -0.3 0.0 0.094
H -4.60440 -0.61883 -3.21463 -0.1 -0.3 -0.1 0.119
H -1.92253 -0.19178 -1.90187 -0.2 -0.1 0.3 0.118
H -3.35986 0.78472 -1.68584 -0.2 -0.2 0.1 0.118
H -3.07471 1.18656 -4.31077 0.0 0.0 -0.1 0.112
H -1.45013 0.62202 -4.01232 0.1 -0.1 0.0 0.068
H -2.84753 3.06915 -2.92516 0.0 0.1 0.1 0.117
H -1.38945 3.03739 -3.87324 0.2 0.0 0.1 0.100
H -0.71092 1.45796 -1.70435 -0.2 -0.1 0.0 0.099
H -2.31460 1.75465 -0.22427 -0.3 0.1 0.1 0.069
H -2.77377 3.38613 -0.57503 0.3 0.5 -0.1 0.127
H 0.61518 1.64583 -0.07870 -0.2 0.0 -0.6 0.041
H 1.07654 2.96978 1.32420 0.1 0.0 -0.1 -0.037
H 0.73242 4.54317 0.05715 0.1 0.0 -0.2 0.004
H 3.01663 2.30837 -0.04838 0.0 0.0 0.1 0.053
H 2.87383 3.88880 -0.89571 0.3 -0.1 -0.1 0.052
H 2.20739 2.82381 -2.91579 -0.5 0.0 0.1 0.093
H 1.59472 1.39074 -2.04059 -0.3 0.2 0.0 0.080
H 4.48261 1.47818 -1.69326 0.0 0.1 0.0 0.108
H 4.07656 1.74262 -3.42154 0.3 0.1 0.1 0.110
H 1.70190 -0.27319 -3.45460 0.1 -0.1 0.2 0.094
C -0.32567 -1.83243 -5.88298 -0.1 0.0 0.1 -0.003
C -0.54786 -0.44064 -6.24817 -0.3 -0.1 -0.1 -0.232
N -0.75203 0.65535 -6.54018 0.3 -0.4 -0.1 0.117
H -0.25059 -2.43889 -6.78345 0.0 0.0 0.0 0.101
H 0.59657 -1.92322 -5.30863 0.0 0.0 0.0 0.091
H -1.16035 -2.18958 -5.27455 0.0 0.0 0.0 0.095
C -2.84531 1.05470 4.64283 -0.1 0.0 -0.1 -0.239
C -3.85629 -0.08517 4.76735 0.0 -0.1 0.4 -0.283
C -4.48912 -0.28363 3.38761 0.0 0.0 0.3 -0.215
S -3.25782 0.24736 2.19147 0.0 -0.2 0.3 0.670
O -3.73705 1.41449 1.48814 -0.2 -0.1 -0.1 -0.331
O -2.74736 -0.88012 1.43377 -0.1 0.1 -0.3 -0.349
C -2.03247 0.77325 3.38128 0.3 0.2 0.3 -0.240
H -2.20472 1.12230 5.52406 0.0 0.0 0.0 0.094
H -3.37923 2.00307 4.53938 0.0 0.0 0.0 0.120
H -3.34005 -1.00213 5.06945 0.0 0.0 -0.1 0.116
H -4.63105 0.15527 5.53338 0.4 -0.2 -0.6 -0.099
H -4.74533 -1.32192 3.19227 0.0 0.0 -0.1 0.104
H -5.36709 0.34895 3.25849 0.0 0.1 0.0 0.102
H -1.50149 1.63820 2.98115 -0.1 -0.1 -0.2 0.090
H -1.34204 -0.05806 3.52779 0.0 -0.1 -0.1 0.106
C 3.69514 3.23210 4.05008 -0.1 0.1 -0.1 -0.058
C 3.32431 3.84343 2.77484 -0.5 -0.1 0.2 -0.291
N 3.01527 4.31731 1.77403 0.7 0.4 0.1 0.208
H 4.69669 2.79072 3.98776 -0.2 -0.3 0.3 0.076
H 3.67788 3.98303 4.83934 -0.1 -0.1 0.1 0.101
H 2.99338 2.43940 4.30347 0.1 -0.1 0.1 0.083
C 0.04228 3.04878 6.33463 0.0 -0.1 0.0 -0.047
C 1.33781 2.41035 6.53821 0.1 -0.1 0.1 -0.270
N 2.35981 1.90696 6.69778 -0.1 0.2 -0.1 0.126
H 0.16590 4.12800 6.26804 0.0 0.0 0.0 0.085
H -0.41062 2.68230 5.41378 0.0 0.0 0.0 0.073
H -0.61742 2.81530 7.16809 0.0 0.0 0.0 0.096
Na 5.66717 4.28317 2.70768 0.2 0.3 -0.5 0.782
Na 1.07129 1.86178 -6.14493 0.1 0.3 0.4 0.735
F 0.02359 -5.65927 0.34572 0.7 0.9 -0.3 -0.089
C 1.29994 -5.32654 0.21600 0.1 -0.1 -0.1 -0.296
C 1.66010 -4.00942 -0.02456 0.0 0.0 -0.1 -0.015
C 3.00065 -3.69773 -0.20376 0.0 0.1 0.1 -0.099
C 3.96910 -4.68603 -0.13385 0.1 -0.1 0.0 -0.118
C 3.59428 -5.99958 0.12721 -0.2 0.1 -0.1 -0.097
C 2.25629 -6.32755 0.30273 0.1 -0.1 0.0 -0.008
H 0.89289 -3.24973 -0.08909 0.0 0.0 0.1 0.098
H 3.29041 -2.67392 -0.40233 0.0 -0.1 0.0 0.068
H 5.00548 -4.42171 -0.28518 0.0 0.0 0.1 0.072
H 4.34682 -6.77690 0.18205 0.0 0.0 0.0 0.094
H 1.93419 -7.34135 0.49945 -0.1 0.0 0.0 0.115
O 6.15033 -2.24512 -0.06666 0.2 0.3 0.1 -0.054
H 6.93558 -2.33344 -0.61446 0.0 0.0 0.0 0.036
H 5.68234 -1.47915 -0.41957 -0.2 -0.2 -0.1 0.012
Cl -1.63631 -7.45700 1.19166 -0.6 -0.7 0.3 -0.723
Cl -6.23112 0.97327 6.58267 -0.3 0.3 0.3 -0.585